Entry 1:
C38H52CrGeN3OP2S3SeSi2 as an isolated structure. Source: the OMol25 dataset; level of theory: wB97M-V/def2-TZVPD.

Element x y z (Å)
Cr (-0.354, -0.642, -0.791)
C (-2.987, 2.262, -0.070)
Si (-1.818, 1.700, 1.314)
C (-1.459, 3.368, 2.177)
C (-2.887, 0.665, 2.515)
N (-0.456, 0.789, 0.755)
P (0.870, 0.572, 1.700)
C (2.102, -0.500, 1.304)
P (2.405, -0.611, -0.354)
N (1.487, 0.039, -1.543)
Si (2.141, 0.750, -2.981)
C (3.556, -0.198, -3.845)
C (2.812, 2.515, -2.694)
C (0.966, 0.979, -4.452)
C (2.611, -2.400, -0.732)
C (2.952, -3.249, 0.320)
C (3.096, -4.610, 0.108)
C (2.898, -5.136, -1.162)
C (2.551, -4.300, -2.212)
C (2.404, -2.937, -1.997)
C (4.164, -0.065, -0.544)
C (4.474, 1.213, -0.079)
C (5.776, 1.678, -0.070)
C (6.806, 0.852, -0.503)
C (6.521, -0.436, -0.927)
C (5.211, -0.895, -0.938)
C (1.549, 2.248, 1.998)
C (2.320, 2.576, 3.111)
C (2.971, 3.799, 3.173)
C (2.896, 4.691, 2.112)
C (2.176, 4.347, 0.974)
C (1.518, 3.132, 0.917)
C (0.381, 0.046, 3.403)
C (-0.053, 0.876, 4.434)
C (-0.412, 0.347, 5.666)
C (-0.353, -1.021, 5.886)
C (0.076, -1.860, 4.867)
C (0.441, -1.324, 3.644)
H (-3.885, 2.693, 0.383)
H (-3.290, 1.440, -0.713)
H (-2.534, 3.016, -0.713)
H (-2.401, 3.766, 2.564)
H (-1.050, 4.098, 1.479)
H (-0.761, 3.289, 3.009)
H (-2.923, -0.369, 2.167)
H (-3.908, 1.051, 2.570)
H (-2.477, 0.660, 3.522)
H (4.347, -0.519, -3.175)
H (3.999, 0.476, -4.582)
H (3.185, -1.072, -4.382)
H (3.770, 2.513, -2.180)
H (2.118, 3.129, -2.119)
H (2.956, 2.993, -3.667)
H (0.458, 0.057, -4.734)
H (1.563, 1.306, -5.309)
H (0.203, 1.729, -4.264)
H (3.080, -2.816, 1.304)
H (3.341, -5.268, 0.933)
H (3.010, -6.201, -1.331)
H (2.380, -4.715, -3.198)
H (2.110, -2.289, -2.812)
H (3.667, 1.835, 0.290)
H (6.001, 2.676, 0.288)
H (7.829, 1.211, -0.508)
H (7.326, -1.089, -1.246)
H (4.997, -1.905, -1.263)
H (2.408, 1.865, 3.923)
H (3.553, 4.056, 4.051)
H (3.406, 5.647, 2.168)
H (2.137, 5.028, 0.132)
H (0.961, 2.827, 0.037)
H (-0.104, 1.947, 4.280)
H (-0.744, 1.005, 6.462)
H (-0.636, -1.430, 6.849)
H (0.132, -2.930, 5.021)
H (0.806, -1.953, 2.844)
S (-2.484, -0.776, -4.823)
C (-1.619, -0.698, -3.414)
S (-1.436, 0.723, -2.460)
S (-0.811, -2.059, -2.703)
C (-5.566, 0.790, -2.500)
Ge (-6.165, -0.583, -1.234)
C (-6.477, -2.280, -2.193)
C (-7.880, -0.034, -0.359)
C (-4.796, -0.865, 0.164)
Se (-3.114, -1.413, -0.761)
C (-3.237, -3.284, -0.248)
H (-6.256, 0.889, -3.338)
H (-4.596, 0.489, -2.900)
H (-5.450, 1.760, -2.018)
H (-7.157, -2.133, -3.033)
H (-6.889, -3.049, -1.539)
H (-5.518, -2.619, -2.586)
H (-8.676, 0.068, -1.097)
H (-7.767, 0.923, 0.151)
H (-8.192, -0.777, 0.375)
H (-5.051, -1.633, 0.893)
H (-4.594, 0.063, 0.695)
H (-4.226, -3.665, -0.502)
H (-3.035, -3.400, 0.815)
H (-2.469, -3.793, -0.826)
O (-0.391, -4.240, 1.568)
C (-0.305, -3.222, 0.946)
N (-0.224, -2.200, 0.361)

The spin multiplicity is 4. As for the expectation value of S²: 3.806. Its gap between HOMO and LUMO (spin up / spin down) is 5.567 / 5.555 eV. The total charge is -2.

Atomic partial charges in e from the Löwdin method, atoms 1 to 5: number 1, Cr, carries 0.201; number 2, C, carries -0.223; number 3, Si, carries 0.368; number 4, C, carries -0.171; number 5, C, carries -0.169



Entry 2:
C38H53F5N2O4PSSeZn as an isolated structure. Source: the OMol25 dataset; level of theory: wB97M-V/def2-TZVPD.

Element x y z (Å)
Zn (-0.344, 1.412, 0.141)
N (-0.660, 1.965, 2.330)
N (0.596, 2.379, 2.802)
C (1.604, 2.682, 1.835)
O (2.583, 3.289, 2.270)
O (1.396, 2.274, 0.656)
H (-1.346, 2.716, 2.275)
H (-1.026, 1.207, 2.893)
H (0.599, 3.042, 3.564)
O (1.031, -0.409, 0.564)
P (1.219, -1.890, 0.566)
C (2.894, -2.208, 1.227)
C (3.934, -1.614, 0.271)
C (5.364, -1.947, 0.725)
C (5.465, -2.074, 2.250)
C (4.480, -1.119, 2.913)
C (3.033, -1.537, 2.612)
C (1.056, -2.652, -1.086)
C (1.189, -1.589, -2.184)
C (0.862, -2.225, -3.530)
C (1.791, -3.414, -3.865)
C (2.682, -3.803, -2.685)
C (1.886, -3.927, -1.385)
C (-0.015, -2.740, 1.578)
C (-0.430, -1.952, 2.825)
C (-1.503, -2.753, 3.555)
C (-0.938, -4.087, 4.088)
C (0.349, -4.504, 3.366)
C (0.267, -4.234, 1.865)
H (3.064, -3.286, 1.315)
H (3.773, -0.534, 0.235)
H (3.780, -1.978, -0.746)
H (6.038, -1.158, 0.380)
H (5.701, -2.875, 0.252)
H (6.489, -1.884, 2.580)
H (5.224, -3.098, 2.557)
H (4.654, -0.105, 2.542)
H (4.635, -1.083, 3.994)
H (2.391, -0.655, 2.647)
H (2.683, -2.230, 3.384)
H (-0.013, -2.894, -1.092)
H (2.181, -1.127, -2.191)
H (0.471, -0.796, -1.973)
H (0.908, -1.471, -4.318)
H (-0.178, -2.555, -3.482)
H (2.423, -3.176, -4.725)
H (1.193, -4.283, -4.156)
H (3.465, -3.050, -2.561)
H (3.195, -4.746, -2.895)
H (2.571, -4.175, -0.572)
H (1.207, -4.781, -1.475)
H (-0.886, -2.657, 0.910)
H (-0.821, -0.992, 2.486)
H (0.410, -1.750, 3.496)
H (-2.313, -2.940, 2.846)
H (-1.934, -2.173, 4.374)
H (-1.686, -4.877, 3.972)
H (-0.735, -4.011, 5.160)
H (0.553, -5.563, 3.550)
H (1.198, -3.952, 3.779)
H (-0.536, -4.841, 1.437)
H (1.187, -4.575, 1.384)
F (-8.579, -1.833, -0.765)
C (-7.434, -1.156, -0.529)
C (-6.608, -0.796, -1.580)
F (-6.976, -1.101, -2.839)
C (-5.434, -0.103, -1.332)
F (-4.744, 0.296, -2.398)
C (-5.045, 0.244, -0.039)
Se (-3.465, 1.299, 0.273)
C (-5.899, -0.128, 0.988)
F (-5.613, 0.142, 2.276)
C (-7.082, -0.814, 0.762)
F (-7.887, -1.165, 1.787)
S (-2.240, -1.357, -0.881)
C (-1.939, 0.156, -0.115)
C (-0.426, 5.304, 1.267)
C (-1.389, 5.802, 0.193)
C (-2.810, 5.287, 0.429)
C (-0.903, 5.480, -1.204)
C (-0.672, 6.526, -2.084)
C (-0.226, 6.316, -3.381)
C (-0.011, 5.004, -3.784)
C (-0.234, 3.918, -2.951)
C (0.042, 2.532, -3.503)
C (1.308, 1.922, -2.897)
C (-1.148, 1.574, -3.436)
C (-0.698, 4.126, -1.616)
O (-0.977, 3.144, -0.818)
H (-0.836, 5.476, 2.268)
H (0.541, 5.807, 1.201)
H (-0.242, 4.244, 1.125)
H (-1.414, 6.899, 0.262)
H (-2.849, 4.206, 0.301)
H (-3.505, 5.733, -0.287)
H (-3.154, 5.532, 1.440)
H (-0.845, 7.540, -1.732)
H (-0.050, 7.145, -4.056)
H (0.337, 4.806, -4.795)
H (0.258, 2.686, -4.570)
H (1.218, 1.750, -1.824)
H (2.158, 2.594, -3.029)
H (1.543, 0.967, -3.376)
H (-1.393, 1.266, -2.420)
H (-0.940, 0.670, -4.017)
H (-2.044, 2.043, -3.849)

The spin multiplicity is 2. As for the expectation value of S²: 0.756. Its energy above the lowest of the compared OMol25 structures with the same formula, charge and spin is 0.156 eV. Its gap between HOMO and LUMO (spin up / spin down) is 3.520 / 5.143 eV. The total charge is -2.

Atomic partial charges in e from the Löwdin method, atoms 1 to 5: number 1, Zn, carries 0.559; number 2, N, carries 0.006; number 3, N, carries -0.019; number 4, C, carries -0.758; number 5, O, carries -0.028



Number 1: DFT total energy -9698.05039 Eh. Number 2: DFT total energy -7309.99438 Eh.